# 1
109
Properties=species:S:1:pos:R:3:forces:R:3:mulliken_charge:R:1 method="wB97M-V/def2-TZVPD" total_charge=-1 total_energy_ev=-158877.5892 homo_ha=-0.1947 gap_ha=0.0367 multiplicity=1
C 5.75760 -2.30961 -2.20792 -0.62 1.22 -0.32 -1.077
C 4.94674 -1.04805 -2.68004 0.95 -0.61 0.25 -0.309
O 3.55445 -1.18474 -2.37019 1.90 -1.01 -1.02 -0.286
C 2.85141 -1.82217 -3.40363 0.11 -0.75 -0.17 -0.917
C 2.62050 -0.82173 -4.56536 0.39 -1.70 -0.30 -0.454
N 1.31180 -1.01134 -5.20770 0.82 1.73 0.40 1.041
O 1.41760 -2.22089 -5.91879 -0.10 -0.64 -0.91 -0.453
C 0.13868 -2.67761 -6.35656 -0.93 -0.79 0.69 -0.609
C -0.93180 -2.76889 -5.23269 -0.99 -0.22 -0.89 -0.621
N -1.56639 -1.49189 -4.89923 0.37 -1.22 0.27 0.181
C -2.78086 -1.66646 -4.09214 -0.28 1.38 0.05 -1.004
C -2.97024 -0.33707 -3.24302 0.38 -0.80 0.34 0.463
C -2.22378 -0.41484 -1.86715 -0.52 0.00 -0.57 -0.722
O -2.51153 0.72784 -4.05977 -0.42 0.36 0.32 -0.551
C 1.09572 0.10566 -6.11918 0.92 -1.20 -0.18 0.017
O 0.05389 0.57559 -6.32449 -1.88 0.60 -0.30 -0.337
O 2.22077 0.61586 -6.82650 -0.29 1.27 1.23 -0.317
P 2.69391 2.13018 -6.37147 2.24 1.22 -0.22 0.715
O 2.94328 2.95354 -7.75550 -0.99 -1.15 0.84 -0.515
O 1.55044 2.93957 -5.57958 0.10 -1.04 -0.85 -0.440
S 4.36689 2.17438 -5.38424 -0.34 -0.48 0.01 -0.388
H 5.45659 -2.54355 -1.17223 0.28 -0.07 -0.46 0.261
H 5.53569 -3.14089 -2.90659 0.31 0.22 0.53 0.219
H 6.82489 -2.02999 -2.25846 -0.37 -0.49 0.07 0.393
H 5.16876 -0.91467 -3.75860 -0.46 0.12 0.37 0.216
H 5.29693 -0.12861 -2.17382 -0.25 -0.55 -0.09 0.396
H 1.88546 -2.21299 -2.97599 0.61 1.43 -0.51 0.015
H 3.44062 -2.74280 -3.75512 -0.07 0.96 -0.15 0.210
H 3.39057 -1.05706 -5.33624 -0.24 0.66 0.43 0.530
H 2.72862 0.19504 -4.16123 -0.19 -0.47 -0.16 0.401
H -0.26824 -2.11601 -7.22449 0.36 0.07 0.52 0.301
H 0.29561 -3.71521 -6.71740 0.25 0.61 0.15 0.370
H -1.74158 -3.43214 -5.65106 0.70 -0.05 0.15 0.511
H -0.55952 -3.31466 -4.33408 0.05 0.59 -0.35 0.070
H -1.82866 -1.07287 -5.78678 0.16 0.37 0.35 0.185
H -2.68629 -2.53523 -3.41499 -0.16 0.26 -0.40 0.371
H -3.66788 -1.74581 -4.75998 0.31 -0.42 0.47 0.337
H -4.04635 -0.16249 -3.05424 0.41 -0.12 -0.19 0.439
H -1.51329 -1.26478 -1.85495 0.07 0.73 -0.11 -0.104
H -2.92760 -0.56417 -1.02085 0.22 0.26 -0.48 0.239
H -1.69625 0.54375 -1.72495 0.02 -0.64 0.32 0.142
H -1.68083 1.08640 -3.72184 -0.09 -0.35 -0.08 0.182
H 3.90619 2.90316 -7.88586 -0.24 0.19 -0.01 0.361
H 1.81480 2.99630 -4.64137 -0.03 -0.03 -0.24 0.359
O -1.38249 -1.14077 1.26792 -2.41 -4.63 -0.60 -0.702
P -0.95328 -1.56160 2.70069 5.90 6.61 2.31 1.469
O -1.67928 -0.30862 3.48453 -0.99 -0.94 -0.26 -0.408
C -3.09750 -0.30285 3.61993 -0.17 0.09 0.18 -0.204
C -3.55189 -1.26450 4.70130 0.01 -0.27 -0.18 -0.926
O 0.54938 -0.90009 2.60926 -0.73 -0.98 0.08 -0.362
C 1.27163 -0.82780 1.37930 0.35 0.66 -0.35 -0.326
C 1.23514 0.57021 0.80739 0.65 0.82 0.56 -1.247
O -0.56496 -2.18674 4.20624 -1.69 -1.33 -1.65 -0.466
C 0.75661 -2.59162 4.58145 0.47 -0.62 0.14 0.527
C 1.39368 -1.49453 5.40820 -0.25 0.49 0.07 -1.291
H -3.57014 -0.54028 2.66001 0.00 0.06 -0.02 0.097
H -3.38593 0.71464 3.88744 0.13 0.02 -0.07 0.375
H -3.34541 -2.29995 4.41127 0.00 0.01 0.00 0.352
H -4.62181 -1.16676 4.88047 0.02 -0.01 -0.02 0.446
H -3.01702 -1.07901 5.63131 -0.03 0.03 -0.03 0.045
H 0.89920 -1.54779 0.66249 -0.02 0.12 0.04 0.397
H 2.30636 -1.10618 1.60221 -0.06 -0.07 0.13 0.295
H 0.21290 0.90988 0.63907 -0.01 -0.12 -0.17 0.214
H 1.79249 0.58008 -0.17336 -0.49 0.45 1.71 0.441
H 1.69469 1.28808 1.49889 -0.01 -0.11 0.11 0.381
H 1.35788 -2.86282 3.71720 -0.10 0.18 -0.05 0.252
H 0.65894 -3.48752 5.19610 -0.20 0.03 -0.06 -0.118
H 1.46460 -0.55877 4.85409 0.05 -0.14 -0.14 0.328
H 2.39487 -1.78503 5.73034 -0.05 -0.14 -0.02 0.388
H 0.78837 -1.28230 6.29312 0.07 -0.15 0.04 0.287
Al -2.09066 -2.99262 0.16563 1.24 1.02 0.78 0.428
Cl 1.33378 -0.47268 -1.67101 -2.59 -0.35 -1.28 -0.771
N 0.95745 -6.15112 5.72372 -1.93 0.18 2.83 1.128
O 1.81702 -6.12349 4.74958 0.79 -0.71 0.21 -0.147
O 0.04075 -6.94750 5.63150 0.57 -0.11 -1.31 -0.546
O 1.08030 -5.40626 6.66195 0.64 0.19 -0.36 -0.458
F -4.96239 0.30823 6.71723 -0.11 0.13 0.07 -0.263
C -4.67670 0.37838 8.03036 0.11 0.04 0.45 0.372
C -3.35662 0.33702 8.43689 0.20 -0.03 -0.21 -0.264
C -3.06255 0.41417 9.79080 -0.22 0.00 0.03 -0.483
C -4.08988 0.52108 10.71990 0.04 0.00 0.10 -0.473
C -5.41180 0.55664 10.29578 0.19 -0.01 -0.06 -0.371
C -5.70893 0.49034 8.94170 -0.26 -0.01 -0.09 -0.452
H -2.57009 0.24560 7.69837 -0.03 0.03 -0.01 0.481
H -2.03208 0.39037 10.12142 -0.02 -0.01 -0.05 0.354
H -3.85842 0.57698 11.77644 -0.01 0.00 -0.04 0.360
H -6.21247 0.63604 11.02026 0.01 0.01 -0.05 0.351
H -6.73263 0.52526 8.59137 0.03 -0.01 -0.03 0.405
N 0.09871 5.55547 -4.19488 0.04 -0.02 0.10 0.158
C 0.19932 6.86994 -3.81479 0.11 -0.05 -0.06 -0.605
C -0.87072 7.16185 -3.01073 -0.15 -0.01 0.14 -0.118
C -1.64621 5.97944 -2.89353 0.13 -0.07 -0.08 -0.974
C -1.02294 5.00321 -3.63282 -0.03 -0.15 -0.03 -0.187
H 0.74568 5.07426 -4.79181 -0.11 0.11 -0.09 0.176
H 1.01964 7.48355 -4.14922 -0.10 0.10 0.02 0.421
H -1.07148 8.11823 -2.55707 0.06 0.00 -0.06 0.450
H -2.55819 5.85716 -2.33139 0.02 0.00 -0.02 0.378
H -1.27979 3.97045 -3.80792 -0.04 0.04 -0.02 0.415
O -0.35287 12.25014 -3.11375 0.02 -0.05 0.00 -0.706
Cl -0.41033 10.81760 -3.29426 -0.02 0.20 -0.09 1.634
O -0.18958 10.16079 -2.02192 0.00 0.02 0.00 -0.664
O 0.61458 10.40602 -4.23119 0.01 -0.06 0.04 -0.636
O -1.70969 10.44573 -3.80853 0.03 -0.03 0.04 -0.634
Cl 0.47807 -3.84365 1.56337 -1.34 -0.11 -0.46 -0.530
Na 2.03329 -4.13128 -2.80483 -0.13 -0.18 0.43 0.935
N 4.56822 -5.93530 6.02360 1.26 -1.21 4.07 0.984
O 3.52181 -5.74018 5.27300 0.09 1.16 -3.91 -0.265
O 5.57154 -6.35124 5.48206 -0.77 0.41 -1.11 -0.449
O 4.52260 -5.68408 7.21421 -0.64 0.06 -0.44 -0.496



# 2
9
Properties=species:S:1:pos:R:3:forces:R:3:mulliken_spin:R:1 method="wB97M-V/def2-TZVPD" total_charge=-1 total_energy_ev=-10494.7523 homo_ha="-0.0042 / -0.1143" s_squared=2.05 relative_energy_kcal_mol=34.9 gap_ha="0.1243 / 0.2317" multiplicity=3
O 1.22420 -0.68147 1.90720 0.72 -0.99 1.44 0.265
Pt -2.22778 -0.67348 -0.26119 -11.14 -4.55 4.00 0.793
O -0.79433 -0.08970 -0.77992 9.41 4.69 -5.59 0.240
C 0.31138 0.35989 -0.18376 3.12 -0.44 0.85 0.227
C 0.86426 -0.27829 0.84971 -0.87 0.90 0.04 0.443
C 1.33519 1.17866 -0.97841 -1.02 0.67 -0.41 0.010
H 0.87277 2.14277 -1.24715 0.20 -0.05 -0.23 0.004
H 1.64584 0.68390 -1.90945 0.01 0.04 0.10 0.008
H 2.22469 1.41658 -0.37293 -0.44 -0.27 -0.21 0.011



# 3
10
Properties=species:S:1:pos:R:3:forces:R:3:mulliken_charge:R:1 method="wB97M-V/def2-TZVPD" total_energy_ev=-5254.0887 homo_ha=-0.3603 relative_energy_kcal_mol=37.0 gap_ha=0.3992 smiles="C=CCO" multiplicity=1
C -1.58668 0.19909 0.32325 -0.95 -0.70 -0.31 -0.652
C -0.31009 0.49441 0.50375 0.82 -1.44 0.60 -0.122
C 0.74868 0.17250 -0.53597 -0.16 -0.37 -0.56 -0.290
O 1.93867 -0.35033 0.02740 0.56 0.52 0.69 -0.528
H -2.30071 -0.12713 1.07513 0.27 0.96 0.57 0.253
H -2.05292 0.00903 -0.64963 0.69 0.14 -0.10 0.251
H 0.15617 0.50746 1.49372 -0.49 0.39 -0.02 0.285
H 1.10189 1.00434 -1.13555 -0.34 0.25 -0.19 0.230
H 0.28454 -0.60527 -1.14479 0.17 0.33 -0.55 0.283
H 2.02045 -1.30410 0.04267 -0.58 -0.09 -0.13 0.290



Number 1: strongest force on any atom 9.16 eV/Å. Number 2: strongest force on any atom 12.68 eV/Å. Number 3: strongest force on any atom 1.77 eV/Å.